{"formula": "C2H8N5", "method": "wB97M-V/def2-TZVPD", "symbols": ["N", "N", "N", "N", "N", "C", "C", "H", "H", "H", "H", "H", "H", "H", "H"], "positions_angstrom": [[-0.77, -0.93, 2.42], [0.14, 0.14, -1.22], [0.68, 0.22, 1.11], [2.31, 1.10, -1.20], [0.10, -0.35, 1.90], [-0.96, -0.04, -0.87], [-2.13, -0.65, -0.31], [-2.49, -0.23, 0.70], [-1.02, -1.00, 3.37], [-3.04, -0.61, -0.95], [2.23, 1.67, -0.43], [2.74, 1.44, -2.05], [1.29, 0.77, -1.34], [2.84, 0.19, -0.97], [-1.91, -1.72, -0.16]], "lowdin_charge": [0.15, 0.16, 0.18, 0.22, -0.25, -0.14, -0.06, 0.12, 0.09, 0.10, 0.08, 0.13, -0.07, 0.18, 0.11], "de_lowest_kcal_mol": 79.4, "largest_force_ev_per_a": 5.45, "total_charge": 1, "lumo_ev": -2.88}